1.
Below is 2 unconnected molecules or ions with the total composition C4H9N2O in a non-equilibrium geometry, with properties calculated with ωB97M-V/def2-TZVPD.

net charge: +1
F_max: 4.4 eV Å⁻¹
energy above the lowest of the compared OMol25 structures with the same formula, charge and spin: 3.254 eV
DFT total energy: -9312.762 eV
HOMO-LUMO gap: 9.27 eV
highest occupied orbital energy: -15.0 eV
molecular weight: 101.13 g/mol

Atoms and positions in Å:
C: 0.396 -0.781 -1.744
C: 0.066 0.341 -0.819
C: 0.993 1.048 -0.108
N: 0.466 1.259 1.109
C: -0.779 0.819 1.249
N: -1.113 0.302 -0.063
H: 1.446 -0.776 -2.030
H: 0.197 -1.715 -1.227
H: -0.183 -0.695 -2.667
H: 2.040 1.178 -0.327
H: 1.006 1.799 1.779
H: -1.513 1.558 1.562
H: -1.887 0.951 -0.228
H: -0.225 -1.080 1.476
H: -0.863 -2.199 0.776
O: -0.048 -2.009 1.264

=====

2.
Below is a gas-phase ion, C4H9N2O (charge +1) in a non-equilibrium geometry, with properties calculated with ωB97M-V/def2-TZVPD.

net charge: +1
F_max: 3.5 eV Å⁻¹
energy above the lowest of the compared OMol25 structures with the same formula, charge and spin: 5.217 eV
DFT total energy: -9310.799 eV
SMILES string: C/C=C(\C)[N+](N)=O
HOMO-LUMO gap: 8.53 eV
highest occupied orbital energy: -14.9 eV
molecular weight: 101.13 g/mol

Atoms and positions in Å:
C: 1.048 1.448 -1.553
C: 0.999 0.167 -0.723
C: 0.012 -0.132 0.198
C: -1.226 0.668 0.245
N: 0.233 -1.324 0.893
N: -0.704 -1.985 1.679
O: 1.306 -1.881 0.864
H: 1.205 1.195 -2.671
H: 1.908 2.020 -1.337
H: 0.099 1.973 -1.406
H: 1.667 -0.616 -1.056
H: -2.021 -0.051 0.247
H: -1.372 1.295 -0.649
H: -1.216 1.377 1.138
H: -1.612 -1.684 1.583
H: -0.324 -2.472 2.548

=====

- Which value of highest occupied orbital energy does entry 2 give?
  -14.9 eV

=====

- F_max of number 2 (C4H9N2O)?
  3.5 eV Å⁻¹